(1)
{"formula": "C2H10O2S2", "method": "ωB97M-V with the def2-TZVPD basis set", "gap_ev": 8.989, "relative_energy_kcal_mol": 17.3, "energy_ha": -1029.0313, "spin_multiplicity": 1, "symbols": ["C", "C", "S", "S", "H", "H", "H", "H", "H", "H", "H", "H", "O", "H", "H", "O"], "coordinates": [[0.7038, 2.4135, -0.0688], [0.5721, 0.9091, -0.3338], [-0.9912, 0.2744, -1.0681], [-2.4324, 1.2307, 0.1573], [1.7654, 2.6305, -0.1572], [0.2900, 2.7026, 0.8966], [0.1030, 2.9472, -0.8046], [0.8811, 0.3187, 0.5151], [1.1917, 0.6742, -1.2088], [-1.8437, 0.7473, 1.2918], [3.3935, -3.9129, 0.5599], [4.8102, -3.9141, 0.9655], [4.1068, -3.2767, 0.8126], [-0.2347, -2.1057, 1.0042], [1.0575, -2.5184, 1.7052], [0.7262, -2.0336, 0.9548]], "atomic_forces_ev_per_a": [[-0.8119, -0.6919, -0.3014], [-0.1461, 0.3346, -1.1362], [-0.3194, 0.6994, 0.9935], [0.9715, -0.6393, 0.1547], [-0.0539, 0.4406, 0.1692], [0.2857, -0.0751, 0.1055], [0.3393, 0.2162, -0.1797], [-0.0636, -0.3363, 0.0764], [0.3839, -0.1304, 0.4265], [-0.5817, 0.2204, -0.3113], [0.4562, 1.1057, 0.1422], [0.4772, 0.2385, 0.1530], [-0.9631, -1.3321, -0.3008], [0.0995, 0.0118, -0.0956], [0.2030, -0.2188, 0.4157], [-0.2767, 0.1567, -0.3118]]}

=====

(2)
{"formula": "C4H9NO3", "method": "ωB97M-V with the def2-TZVPD basis set", "gap_ev": 9.997, "relative_energy_kcal_mol": 33.3, "energy_ha": -438.2761, "spin_multiplicity": 1, "symbols": ["O", "C", "N", "C", "C", "C", "O", "H", "H", "H", "H", "H", "H", "H", "H", "H", "O"], "coordinates": [[0.3605, 2.6411, 1.6591], [0.4093, 1.8011, 0.7856], [-0.6350, 1.5718, -0.0661], [-0.8888, 0.3770, -0.8335], [-1.5294, -0.7834, -0.0823], [-0.5495, -1.9041, 0.2238], [-0.6563, -2.6673, 1.1393], [1.3051, 1.2104, 0.5589], [-1.4493, 2.1141, 0.1923], [0.0200, 0.0644, -1.3481], [-1.5200, 0.6938, -1.6616], [-2.3113, -1.2369, -0.6980], [-2.0135, -0.4514, 0.8362], [0.3003, -1.9423, -0.4888], [3.0291, -0.7762, -0.8219], [3.4302, -0.3204, 0.6140], [2.6985, -0.3917, -0.0089]], "atomic_forces_ev_per_a": [[0.1262, -0.0472, -0.0171], [-0.1005, 0.1133, -0.2046], [-0.1369, 0.2028, 0.5443], [-0.0312, 0.3422, -0.7468], [0.0857, -0.2740, 0.0984], [-0.1611, 0.5753, 0.0326], [0.0553, -0.1704, 0.0219], [-0.0513, -0.1195, 0.0572], [-0.0107, -0.0312, -0.0444], [0.2870, -0.0883, 0.2630], [-0.2405, -0.0621, 0.0085], [-0.0070, -0.0418, -0.0555], [0.0367, -0.0441, 0.0395], [0.0659, -0.2454, 0.0553], [0.3208, -0.0649, 0.0052], [0.0417, -0.1258, -0.2289], [-0.2802, 0.0813, 0.1715]]}